C37H102O14 | wB97M-V/def2-TZVPD

ORCA input file:
```
! RIJCOSX wB97M-V def2-TZVPD def2/J DEFGRID3
* xyz 0 1
O -1.27 -3.50 1.26
H -0.89 -3.85 2.07
H -1.50 -4.28 0.75
C -0.40 -3.46 -2.49
C -1.90 -3.53 -2.84
C -2.06 -3.16 -4.30
O -2.34 -4.82 -2.68
H -0.27 -3.71 -1.43
H -0.09 -2.43 -2.65
H 0.20 -4.10 -3.13
H -2.46 -2.87 -2.16
H -1.39 -3.72 -4.96
H -1.82 -2.13 -4.55
H -3.05 -3.33 -4.72
H -2.01 -5.04 -1.80
C 5.25 0.19 -3.23
C 4.91 1.64 -2.86
C 3.66 1.76 -2.04
O 6.03 2.33 -2.25
H 4.37 -0.38 -3.52
H 5.72 -0.36 -2.41
H 5.88 0.13 -4.12
H 4.74 2.14 -3.82
H 3.81 1.57 -0.97
H 2.85 1.08 -2.32
H 3.32 2.79 -2.17
H 6.52 2.74 -2.97
C 0.20 0.14 4.56
C 0.93 0.14 5.91
C -0.03 0.44 7.12
O 1.43 -1.14 6.22
H -0.50 -0.67 4.36
H 0.96 0.08 3.78
H -0.25 1.12 4.42
H 1.68 0.94 5.88
H -0.81 -0.28 7.36
H -0.53 1.40 7.00
H 0.52 0.63 8.05
H 1.95 -1.43 5.46
C 0.69 0.52 -0.34
C -0.22 -0.51 0.31
C -1.56 -0.66 -0.40
O 0.50 -1.67 0.23
H 1.64 0.57 0.19
H 0.23 1.51 -0.32
H 0.83 0.20 -1.38
H -0.35 -0.21 1.35
H -2.07 -1.51 0.07
H -1.43 -0.78 -1.47
H -2.10 0.21 -0.02
H -0.14 -2.31 0.55
C -0.11 5.45 -3.01
C -0.11 6.11 -1.59
C 0.11 5.04 -0.54
O 0.96 7.03 -1.47
H -1.02 4.84 -3.04
H 0.73 4.77 -3.17
H -0.13 6.22 -3.78
H -1.03 6.68 -1.47
H -0.70 4.32 -0.51
H 0.25 5.45 0.46
H 1.08 4.59 -0.78
H 1.09 7.20 -0.53
C 2.02 -5.71 0.34
C 2.61 -6.19 1.66
C 3.43 -5.18 2.46
O 1.50 -6.69 2.37
H 1.48 -6.49 -0.19
H 2.86 -5.38 -0.27
H 1.40 -4.82 0.48
H 3.27 -7.03 1.48
H 4.40 -4.99 2.01
H 3.67 -5.64 3.42
H 2.81 -4.29 2.52
H 0.87 -5.99 2.54
C 0.74 -0.12 -4.61
C -0.04 1.12 -5.07
C -0.19 2.19 -4.04
O 0.47 1.64 -6.25
H 0.58 -0.97 -5.27
H 0.30 -0.51 -3.69
H 1.82 0.01 -4.53
H -1.04 0.86 -5.41
H -0.54 1.88 -3.06
H -0.88 2.97 -4.36
H 0.80 2.64 -3.97
H 1.37 1.32 -6.35
C 5.47 -1.53 1.18
C 4.09 -1.65 0.53
C 3.99 -2.68 -0.55
O 3.19 -2.07 1.57
H 5.74 -2.47 1.67
H 5.42 -0.75 1.94
H 6.27 -1.25 0.50
H 3.92 -0.68 0.05
H 4.48 -3.61 -0.27
H 4.50 -2.34 -1.44
H 2.99 -2.95 -0.90
H 2.32 -1.84 1.21
C 3.61 1.70 4.10
C 4.20 2.04 2.69
C 3.77 3.42 2.19
O 5.59 2.07 2.78
H 4.22 2.22 4.84
H 3.62 0.64 4.35
H 2.58 2.05 4.17
H 3.97 1.30 1.93
H 3.88 4.28 2.84
H 2.71 3.38 1.95
H 4.30 3.63 1.26
H 5.94 2.18 1.90
C -4.40 -4.16 2.91
C -4.64 -2.76 2.35
C -4.00 -1.76 3.29
O -4.04 -2.62 1.09
H -4.51 -4.25 3.99
H -3.35 -4.42 2.72
H -5.04 -4.84 2.35
H -5.71 -2.57 2.24
H -2.93 -1.82 3.49
H -4.45 -1.89 4.27
H -4.30 -0.73 3.10
H -3.10 -2.79 1.26
C -4.45 -0.34 -1.95
C -5.95 -0.45 -2.06
C -6.67 0.04 -0.82
O -6.41 0.32 -3.10
H -3.96 -0.96 -1.21
H -4.20 0.71 -1.77
H -4.04 -0.62 -2.92
H -6.14 -1.46 -2.41
H -6.37 -0.58 0.03
H -7.70 -0.20 -1.05
H -6.61 1.10 -0.58
H -6.61 1.22 -2.83
C -3.73 2.98 0.24
C -3.94 3.90 -1.01
C -3.74 3.28 -2.43
O -5.26 4.31 -1.00
H -3.85 3.60 1.13
H -2.77 2.49 0.13
H -4.53 2.24 0.22
H -3.22 4.71 -0.85
H -4.59 2.65 -2.71
H -2.87 2.62 -2.43
H -3.65 3.99 -3.25
H -5.45 4.86 -0.23
C -0.70 3.21 2.14
O -1.54 2.11 2.36
H -0.04 3.13 1.27
H -1.29 4.12 2.06
H -0.06 3.35 3.01
H -2.16 2.40 3.03
*
```

The electronic energy comes out at -2524.130502 Ha. The value obtained for the HOMO energy is -9.85 eV. The calculation puts the lowest unoccupied orbital energy at -0.010 Ha. The value obtained for the energy relative to the best compared isomer or geometry (same formula, charge and spin) is 3.248 eV.

C4H12N3 | wB97M-V/def2-TZVPD

ORCA input file:
```
! RIJCOSX wB97M-V def2-TZVPD def2/J DEFGRID3
* xyz 1 1
C -1.86 0.16 0.36
C 0.53 1.85 0.73
C 0.39 -1.05 -1.36
C 1.78 -0.84 0.56
N -2.23 -0.61 -0.68
N 0.34 1.01 -0.40
N 0.86 -0.20 -0.44
H -1.41 -0.45 1.08
H 1.45 2.36 0.76
H -0.30 2.59 0.70
H 0.30 1.42 1.83
H -0.20 -0.47 -2.10
H -2.10 1.20 0.53
H 0.78 -2.10 -1.49
H 1.81 -1.91 0.44
H 2.76 -0.49 0.30
H 1.58 -0.63 1.63
H -1.96 -1.58 -0.93
H -2.52 -0.26 -1.54
*
```

The electronic energy comes out at -323.470042 Ha. The value obtained for the HOMO energy (alpha / beta) is -12.33 / -12.33 eV. The calculation puts the lowest unoccupied orbital energy (alpha / beta) at -0.166 / -0.166 Ha. The value obtained for the energy relative to the best compared isomer or geometry (same formula, charge and spin) is 5.666 eV.